Entry 1:
Here is 2 unconnected molecules or ions with the total composition C3H2F4O from OMol25. Energies are from ωB97M-V/def2-TZVPD.

The highest occupied orbital energy is -10.01 eV. Its molar mass is 130.040 g/mol. The lowest unoccupied orbital energy comes out at -0.00190 Eh. The value obtained for the total energy is -16056.7470 eV. Its energy above the lowest of the compared OMol25 structures with the same formula, charge and spin is 319.4 kJ/mol. The value obtained for the max |F| is 0.102 hartree/bohr.

ORCA input file:
```
! RIJCOSX wB97M-V def2-TZVPD def2/J DEFGRID3
* xyz 0 1
C 2.07 -0.67 -0.47
C 1.15 -1.58 -0.58
C -1.04 -1.20 -0.01
O -1.13 0.03 0.56
F 3.43 -0.93 -0.67
F 1.20 -2.89 -0.55
F -1.19 -2.18 0.87
F -1.78 -1.50 -1.05
H 1.89 0.34 -0.22
H -1.98 0.08 0.97
*
```

=====

Entry 2:
Here is C3H2F4O3S in the gas phase from OMol25. Energies are from ωB97M-V/def2-TZVPD.

The highest occupied orbital energy (spin up / spin down) is -11.28 / -9.68 eV. Its molar mass is 194.105 g/mol. The lowest unoccupied orbital energy (spin up / spin down) comes out at -0.08103 / -0.11316 Eh. The value obtained for the total energy is -30986.7213 eV. Its energy above the lowest of the compared OMol25 structures with the same formula, charge and spin is 287.6 kJ/mol. The value obtained for the max |F| is 0.111 hartree/bohr.

ORCA input file:
```
! RIJCOSX wB97M-V def2-TZVPD def2/J DEFGRID3
* xyz 0 1
C 0.44 1.04 0.73
C -0.66 1.27 1.97
C 0.22 -0.19 -0.16
O 1.53 1.13 1.55
O 2.01 3.22 3.86
O -0.08 1.89 3.07
F 0.33 2.14 -0.01
F -1.77 1.97 1.62
F -1.18 0.10 2.43
F 0.10 -1.39 0.55
S 1.46 1.93 3.84
H 1.18 -0.21 -0.91
H -0.72 -0.21 -0.64
*
```

=====

Entry 3:
Here is a molecular structure, C3H2F6O4S2 from OMol25. Energies are from ωB97M-V/def2-TZVPD.

The highest occupied orbital energy (spin up / spin down) is -10.67 / -10.67 eV. Its molar mass is 280.167 g/mol. The lowest unoccupied orbital energy (spin up / spin down) comes out at -0.07203 / -0.07204 Eh. The value obtained for the total energy is -49303.3952 eV. Its energy above the lowest of the compared OMol25 structures with the same formula, charge and spin is 10.1 kJ/mol. The value obtained for the max |F| is 0.082 hartree/bohr.

ORCA input file:
```
! RIJCOSX wB97M-V def2-TZVPD def2/J DEFGRID3
* xyz 0 1
C 1.80 -0.93 -0.22
C 1.38 1.83 -0.49
C -2.03 -1.36 -0.45
O 1.76 0.88 1.90
O -2.76 0.19 1.52
O -0.39 -0.54 1.58
O -0.99 1.11 0.07
F 1.23 1.52 -1.79
F 0.72 2.93 -0.16
F 2.63 2.03 -0.29
F -0.88 -1.69 -1.03
F -2.84 -0.91 -1.45
F -2.54 -2.49 0.05
S 1.25 0.31 0.72
S -1.55 0.04 0.81
H 1.99 -1.83 0.33
H 1.21 -1.09 -1.11
*
```

=====

Entry 4:
Here is a molecular structure, C3H2FGaLiO2 from OMol25. Energies are from ωB97M-V/def2-TZVPD.

The highest occupied orbital energy (spin up / spin down) is -25.59 / -24.48 eV. Its molar mass is 165.709 g/mol. The lowest unoccupied orbital energy (spin up / spin down) comes out at -0.63585 / -0.64325 Eh. The value obtained for the total energy is -62497.0808 eV. Its energy above the lowest of the compared OMol25 structures with the same formula, charge and spin is 0.0 kJ/mol. The value obtained for the max |F| is 0.145 hartree/bohr.

ORCA input file:
```
! RIJCOSX wB97M-V def2-TZVPD def2/J DEFGRID3
* xyz 3 1
C -2.06 -0.55 -1.14
C -1.10 0.16 -0.56
H -1.81 -1.38 -1.79
H -3.10 -0.36 -0.90
F -1.45 1.10 0.32
O 1.13 0.51 1.07
C 1.30 0.50 -0.12
O 0.20 -0.22 -0.70
Ga 2.93 0.17 -0.97
Li 0.02 -2.12 0.59
*
```

=====

Entry 5:
Here is a molecular structure, C3H2FGaO2 from OMol25. Energies are from ωB97M-V/def2-TZVPD.

The highest occupied orbital energy is -8.47 eV. Its molar mass is 158.768 g/mol. The lowest unoccupied orbital energy comes out at -0.03156 Eh. The value obtained for the total energy is -62327.8667 eV. The value obtained for the max |F| is 0.103 hartree/bohr.

ORCA input file:
```
! RIJCOSX wB97M-V def2-TZVPD def2/J DEFGRID3
* xyz 0 1
C 1.45 0.28 0.04
C -1.29 0.26 0.12
O 0.71 1.14 0.57
O 0.71 -0.74 -0.56
C -0.62 -0.90 -0.17
H -1.97 0.37 0.97
F -1.60 1.12 -0.90
H -0.78 -1.75 0.50
Ga 3.40 0.23 -0.57
*
```

=====

Entry 6:
Here is a molecular structure, C3H2FLaO from OMol25. Energies are from ωB97M-V/def2-TZVPD.

The highest occupied orbital energy (spin up / spin down) is -11.07 / -11.11 eV. Its molar mass is 211.952 g/mol. The lowest unoccupied orbital energy (spin up / spin down) comes out at -0.20968 / -0.20601 Eh. The value obtained for the total energy is -8754.1608 eV. The value obtained for the max |F| is 0.067 hartree/bohr. As for the expectation value of S²: 0.754.

ORCA input file:
```
! RIJCOSX wB97M-V def2-TZVPD def2/J DEFGRID3
* xyz 1 2
C -1.24 0.03 0.29
O 0.42 1.50 0.00
C 1.00 0.35 0.05
C -0.06 -0.66 0.17
F -2.33 -0.28 -0.43
H -1.51 0.62 1.17
H 0.02 -1.63 -0.33
La 3.69 0.06 -0.92
*
```

=====

Entry 7:
Here is a molecular structure, C3H2FLiO3Tl from OMol25. Energies are from ωB97M-V/def2-TZVPD.

The highest occupied orbital energy (spin up / spin down) is -5.29 / -7.90 eV. Its molar mass is 316.368 g/mol. The lowest unoccupied orbital energy (spin up / spin down) comes out at -0.01886 / -0.01775 Eh. The value obtained for the total energy is -16898.5663 eV. Its energy above the lowest of the compared OMol25 structures with the same formula, charge and spin is 0.0 kJ/mol. The value obtained for the max |F| is 0.107 hartree/bohr. As for the expectation value of S²: 0.753.

ORCA input file:
```
! RIJCOSX wB97M-V def2-TZVPD def2/J DEFGRID3
* xyz 0 2
O 0.29 1.23 -0.97
C -0.87 0.63 -0.71
C 1.33 0.39 -0.54
O -1.95 1.11 -0.44
O -0.57 -0.60 -0.40
C 0.80 -0.91 -0.59
Li -3.16 0.34 0.81
F 1.13 0.40 1.61
H 2.32 0.66 -0.89
H 1.49 -1.71 -0.30
Tl -0.79 -1.54 2.42
*
```

=====

Entry 8:
Here is 2 unconnected molecules or ions with the total composition C3H2FN4O4 from OMol25. Energies are from ωB97M-V/def2-TZVPD.

The highest occupied orbital energy is -15.52 eV. Its molar mass is 177.071 g/mol. The lowest unoccupied orbital energy comes out at -0.22050 Eh. The value obtained for the total energy is -19996.0650 eV. Its energy above the lowest of the compared OMol25 structures with the same formula, charge and spin is 0.0 kJ/mol. The value obtained for the max |F| is 0.060 hartree/bohr.

ORCA input file:
```
! RIJCOSX wB97M-V def2-TZVPD def2/J DEFGRID3
* xyz 1 1
C 0.68 0.19 0.31
C 0.33 1.37 -0.13
C 2.28 -1.56 0.15
N -1.41 -1.24 -0.42
N 1.72 -0.50 -0.29
N -0.75 2.11 0.50
N -2.40 -1.76 -0.29
O -1.37 1.55 1.36
O -0.90 3.20 0.03
O -3.46 -2.25 -0.28
O 2.85 -2.40 0.64
F 0.77 2.01 -1.18
H -0.07 -0.34 0.94
H 1.73 -0.37 -1.34
*
```

=====

Entry 9:
Here is a molecular structure, C3H2FNO from OMol25. Energies are from ωB97M-V/def2-TZVPD.

The highest occupied orbital energy (spin up / spin down) is -7.99 / -7.98 eV. Its molar mass is 87.053 g/mol. The lowest unoccupied orbital energy (spin up / spin down) comes out at 0.01808 / 0.01803 Eh. The value obtained for the total energy is -9391.7975 eV. Its energy above the lowest of the compared OMol25 structures with the same formula, charge and spin is 551.0 kJ/mol. The value obtained for the max |F| is 0.099 hartree/bohr.

ORCA input file:
```
! RIJCOSX wB97M-V def2-TZVPD def2/J DEFGRID3
* xyz 0 1
C -0.36 -0.20 1.46
C -0.65 -1.25 -0.26
C 0.66 0.58 -0.54
N 0.32 0.73 0.82
O 0.04 -0.51 -1.07
F -1.14 -2.43 -0.60
H 0.53 1.44 -1.04
H 0.61 1.64 1.22
*
```

=====

Entry 10:
Here is C3H2FNO3 in the gas phase from OMol25. Energies are from ωB97M-V/def2-TZVPD.

The highest occupied orbital energy is -10.27 eV. The SMILES is O=c1cc(F)n(O)o1. Its molar mass is 119.051 g/mol. The lowest unoccupied orbital energy comes out at 0.00537 Eh. The value obtained for the total energy is -13489.1692 eV. Its energy above the lowest of the compared OMol25 structures with the same formula, charge and spin is 297.1 kJ/mol. The value obtained for the max |F| is 0.108 hartree/bohr.

ORCA input file:
```
! RIJCOSX wB97M-V def2-TZVPD def2/J DEFGRID3
* xyz 0 1
C 1.50 -0.10 0.05
C 0.51 -1.27 0.09
C -0.78 -0.80 -0.11
H -1.63 2.20 0.11
H 0.98 -2.24 0.13
N -0.63 0.63 -0.54
O -1.35 1.32 0.57
O 0.69 1.05 -0.38
O 2.65 -0.08 0.22
F -2.02 -1.08 0.01
*
```